[1]
Molecular formula: C12H29BN3O4S
Method: DFT, ωB97M-V/def2-TZVPD

```
! RIJCOSX wB97M-V def2-TZVPD def2/J DEFGRID3
* xyz 1 1
C 3.4300 2.2503 2.2317
C 2.7810 0.8179 2.0320
S 4.0203 -0.4764 1.5013
C 3.1752 -1.6049 0.3166
N 3.1962 -1.1516 -1.1242
C 2.8809 0.2648 -1.4224
C 1.3929 0.4860 -1.9515
C 0.5550 1.5646 -1.1290
C -0.7498 0.9960 -0.4218
C -0.4815 -0.0647 0.7332
C -1.7017 -1.1161 0.7482
C -2.5946 -0.8549 2.0469
O -3.9850 -0.8150 1.7006
C -4.3097 0.4816 1.1363
N 0.9527 -0.9330 -1.9710
B -0.0454 -1.3405 -3.0212
O -1.1301 -2.2024 -2.6377
O -0.0367 -0.9099 -4.3692
C 2.0244 -1.8344 -1.7074
N 1.9885 -3.1640 -1.9291
H 4.3803 2.2417 2.8396
H 3.6229 2.6908 1.2001
H 2.7064 2.9646 2.7376
H 2.2206 0.5248 2.9653
H 2.0287 0.9050 1.1938
H 3.7592 -2.5835 0.3490
H 2.1358 -1.8757 0.7029
H 3.4776 0.4376 -2.3823
H 3.2795 1.0902 -0.7722
H 1.4754 0.9434 -2.9872
H 0.2016 2.3520 -1.8702
H 1.2486 2.1274 -0.4211
H -1.4455 0.6125 -1.2352
H -1.2842 1.8859 0.0448
H 0.4487 -0.6661 0.5176
H -0.3269 0.4339 1.7371
H -2.3635 -1.0200 -0.1724
H -1.3183 -2.1907 0.7187
H -2.4266 -1.7116 2.7724
H -2.2673 0.0847 2.5901
H -5.3962 0.6940 1.3856
H -4.2372 0.3827 0.0101
H -3.6664 1.3215 1.5350
H -0.8290 -2.5623 -1.7771
H -0.9448 -0.6226 -4.6008
H 2.0509 -3.5826 -2.8559
H 1.9312 -3.7712 -1.1065
O -6.3038 2.8384 1.7864
H -7.2461 2.8610 1.5833
H -6.2741 2.8004 2.7493
*
```

Values from the calculation:
Strongest force on any atom, eV/A: 4.53
Energy, Ha: -1362.6508



[2]
Molecular formula: C12H29BiCl2N2OP2S
Method: DFT, ωB97M-V/def2-TZVPD

```
! RIJCOSX wB97M-V def2-TZVPD def2/J DEFGRID3
* xyz 2 1
C 1.2122 -0.0752 -6.4380
C 0.7806 0.3183 -5.0603
H 2.3045 -0.0847 -6.4747
H 0.8272 0.6378 -7.1784
H 0.8296 -1.0753 -6.6791
O 1.4845 0.5693 -4.1040
Cl -0.9868 0.3862 -4.9147
Bi 0.0863 0.0052 -0.2105
P -0.2683 2.6305 -0.2870
C 0.9551 3.5137 0.7272
C -0.0098 2.9935 -2.0496
H -0.1765 4.0621 -2.2389
H -2.1302 4.1538 0.0054
H -0.6980 2.3971 -2.6654
H -2.6828 2.4921 -0.3934
H 1.9672 3.2211 0.4142
H 1.0119 2.7217 -2.3492
C -1.9649 3.0829 0.1931
H 0.8453 4.5994 0.6133
H -2.1367 2.8675 1.2586
H 0.8328 3.2489 1.7874
P -0.0177 -2.6416 0.0601
C 1.2718 -3.2790 1.1719
C -1.6654 -3.2015 0.5933
H -0.4462 -2.7655 -2.3288
H 0.2135 -4.3078 -1.6896
H 1.2942 -2.9048 -1.9650
C 0.2882 -3.2131 -1.6433
H -2.4315 -2.7615 -0.0602
H -1.7194 -4.2982 0.5369
H 1.2595 -4.3760 1.1950
H 1.1134 -2.8945 2.1897
H -1.8713 -2.8776 1.6248
H 2.2569 -2.9382 0.8233
Cl -1.9288 -0.2377 -1.6495
S -1.6639 0.0311 1.8087
C -0.7509 0.1100 3.3009
N -0.3830 1.2916 3.8126
C 0.2229 1.4215 5.1417
C 1.1049 0.2234 5.3977
C 0.3059 -1.0460 5.2371
N -0.4506 -1.0171 3.9781
H -0.8132 2.1071 3.3789
H -0.5762 1.4709 5.8928
H 0.7741 2.3626 5.1617
H 1.4842 0.2761 6.4163
H 1.9680 0.2264 4.7271
H -0.4081 -1.1568 6.0626
H 0.9400 -1.9352 5.2197
H -0.8684 -1.8658 3.6231
*
```

Values from the calculation:
Strongest force on any atom, eV/A: 1.98
Energy, Ha: -2874.8208



[3]
Molecular formula: C12H29Cl2OPW
Method: DFT, ωB97M-V/def2-TZVPD

```
! RIJCOSX wB97M-V def2-TZVPD def2/J DEFGRID3
* xyz 0 3
W 0.2178 0.2616 1.6539
Cl -0.7271 2.2228 0.9013
Cl 0.9954 -1.9008 1.7565
H -0.4969 -0.3741 0.1891
H 0.2436 0.0252 -0.0660
P -0.1976 0.1607 -3.3288
C 0.1462 1.8820 -3.8741
C 1.0885 -1.0504 -3.8688
C -1.9614 -0.2376 -3.6517
C 1.0288 2.5276 -2.7940
H -0.8466 2.3547 -3.8464
C 0.7032 2.0883 -5.2841
H 1.6715 1.5962 -5.4337
H 0.8665 3.1630 -5.4415
H 0.0184 1.7538 -6.0723
H 0.5751 2.4220 -1.7991
H 1.1322 3.5957 -3.0153
H 2.0284 2.0755 -2.7675
H -2.4719 0.6459 -3.2302
C -2.3747 -1.4705 -2.8259
C -2.3672 -0.3243 -5.1287
H -2.3323 0.6497 -5.6334
H -3.4080 -0.6686 -5.1969
H -1.7538 -1.0288 -5.6989
H -1.6549 -1.6929 -2.0316
H -2.4915 -2.3543 -3.4607
H -3.3327 -1.2665 -2.3354
C 2.4881 -0.6758 -3.3487
H 1.0546 -0.9486 -4.9579
C 0.7587 -2.5040 -3.4794
H 2.8340 0.3106 -3.6820
H 3.2006 -1.4247 -3.7149
H 2.5186 -0.7001 -2.2501
H 0.7082 -2.6229 -2.3879
H 1.5715 -3.1465 -3.8397
H -0.1812 -2.8658 -3.9137
C -1.0625 0.5819 5.0938
C 0.2124 0.1272 4.4703
C 1.0906 -0.8475 5.1788
O 0.7202 0.8320 3.5341
H -0.9223 0.5481 6.1799
H -1.9105 -0.0823 4.8550
H -1.2908 1.6188 4.8049
H 1.0048 -1.8610 4.7599
H 2.1315 -0.5095 5.1473
H 0.7725 -0.8862 6.2239
*
```

Values from the calculation:
Strongest force on any atom, eV/A: 3.34
Energy, Ha: -1878.5710



[4]
Molecular formula: C12H29FIN3P
Method: DFT, ωB97M-V/def2-TZVPD

```
! RIJCOSX wB97M-V def2-TZVPD def2/J DEFGRID3
* xyz -1 1
C 0.2969 -2.9548 -1.3200
C 0.5158 -1.9830 -0.1411
P -0.7118 -0.5777 -0.0755
N -1.9349 -1.6882 0.7406
C -0.6369 0.3706 1.5014
C 0.2138 1.6363 1.5653
C 1.7348 1.3793 1.6817
C 2.3246 1.6011 3.0809
N 2.8385 0.3426 3.6774
C -2.0177 -0.2876 -1.3904
C -3.4910 -0.0173 -1.0656
C -3.7868 0.8116 0.1727
I -4.7511 -1.7871 -1.1379
N 0.4735 0.4584 -0.9287
C 1.2190 0.2841 -1.9259
C 0.7893 -0.1774 -3.3214
C 2.7011 0.6264 -1.8549
H -0.0094 -3.9382 -0.9644
H 1.2357 -3.0985 -1.8590
H -0.4393 -2.6116 -2.0448
H 0.3137 -2.5359 0.7744
H 1.5420 -1.6300 -0.0536
H -2.1283 -2.5442 0.2341
H -1.7041 -1.8983 1.7027
H -1.6524 0.6373 1.7915
H -0.2820 -0.3424 2.2574
H -0.0816 2.1273 2.5036
H -0.0316 2.3861 0.7683
H 1.9195 0.3361 1.4103
H 2.2356 2.0382 0.9732
H 3.1473 2.3250 2.9940
H 1.6049 2.0420 3.7702
H 3.0792 0.5202 4.6473
H 3.7105 0.0949 3.2236
H -1.9709 -1.1226 -2.0960
H -1.6764 0.5838 -1.9506
H -3.8831 0.5362 -1.9186
H -4.8185 1.1661 0.1190
H -3.7137 0.1881 1.0615
H -3.1051 1.6622 0.2252
H 1.3461 0.4050 -4.0599
H 1.0165 -1.2270 -3.5163
H -0.2655 0.0349 -3.4751
H 2.9875 1.2552 -2.7022
H 2.9320 1.1235 -0.9191
H 3.2509 -0.3169 -1.9562
F -0.2990 3.8050 -0.1905
*
```

Values from the calculation:
Strongest force on any atom, eV/A: 1.70
Energy, Ha: -1377.7612



What did the second record say?
Molecular formula: C12H29BiCl2N2OP2S
Method: DFT, ωB97M-V/def2-TZVPD

```
! RIJCOSX wB97M-V def2-TZVPD def2/J DEFGRID3
* xyz 2 1
C 1.2122 -0.0752 -6.4380
C 0.7806 0.3183 -5.0603
H 2.3045 -0.0847 -6.4747
H 0.8272 0.6378 -7.1784
H 0.8296 -1.0753 -6.6791
O 1.4845 0.5693 -4.1040
Cl -0.9868 0.3862 -4.9147
Bi 0.0863 0.0052 -0.2105
P -0.2683 2.6305 -0.2870
C 0.9551 3.5137 0.7272
C -0.0098 2.9935 -2.0496
H -0.1765 4.0621 -2.2389
H -2.1302 4.1538 0.0054
H -0.6980 2.3971 -2.6654
H -2.6828 2.4921 -0.3934
H 1.9672 3.2211 0.4142
H 1.0119 2.7217 -2.3492
C -1.9649 3.0829 0.1931
H 0.8453 4.5994 0.6133
H -2.1367 2.8675 1.2586
H 0.8328 3.2489 1.7874
P -0.0177 -2.6416 0.0601
C 1.2718 -3.2790 1.1719
C -1.6654 -3.2015 0.5933
H -0.4462 -2.7655 -2.3288
H 0.2135 -4.3078 -1.6896
H 1.2942 -2.9048 -1.9650
C 0.2882 -3.2131 -1.6433
H -2.4315 -2.7615 -0.0602
H -1.7194 -4.2982 0.5369
H 1.2595 -4.3760 1.1950
H 1.1134 -2.8945 2.1897
H -1.8713 -2.8776 1.6248
H 2.2569 -2.9382 0.8233
Cl -1.9288 -0.2377 -1.6495
S -1.6639 0.0311 1.8087
C -0.7509 0.1100 3.3009
N -0.3830 1.2916 3.8126
C 0.2229 1.4215 5.1417
C 1.1049 0.2234 5.3977
C 0.3059 -1.0460 5.2371
N -0.4506 -1.0171 3.9781
H -0.8132 2.1071 3.3789
H -0.5762 1.4709 5.8928
H 0.7741 2.3626 5.1617
H 1.4842 0.2761 6.4163
H 1.9680 0.2264 4.7271
H -0.4081 -1.1568 6.0626
H 0.9400 -1.9352 5.2197
H -0.8684 -1.8658 3.6231
*
```

Values from the calculation:
Strongest force on any atom, eV/A: 1.98
Energy, Ha: -2874.8208



Please write out number 3 again, unchanged.
Molecular formula: C12H29Cl2OPW
Method: DFT, ωB97M-V/def2-TZVPD

```
! RIJCOSX wB97M-V def2-TZVPD def2/J DEFGRID3
* xyz 0 3
W 0.2178 0.2616 1.6539
Cl -0.7271 2.2228 0.9013
Cl 0.9954 -1.9008 1.7565
H -0.4969 -0.3741 0.1891
H 0.2436 0.0252 -0.0660
P -0.1976 0.1607 -3.3288
C 0.1462 1.8820 -3.8741
C 1.0885 -1.0504 -3.8688
C -1.9614 -0.2376 -3.6517
C 1.0288 2.5276 -2.7940
H -0.8466 2.3547 -3.8464
C 0.7032 2.0883 -5.2841
H 1.6715 1.5962 -5.4337
H 0.8665 3.1630 -5.4415
H 0.0184 1.7538 -6.0723
H 0.5751 2.4220 -1.7991
H 1.1322 3.5957 -3.0153
H 2.0284 2.0755 -2.7675
H -2.4719 0.6459 -3.2302
C -2.3747 -1.4705 -2.8259
C -2.3672 -0.3243 -5.1287
H -2.3323 0.6497 -5.6334
H -3.4080 -0.6686 -5.1969
H -1.7538 -1.0288 -5.6989
H -1.6549 -1.6929 -2.0316
H -2.4915 -2.3543 -3.4607
H -3.3327 -1.2665 -2.3354
C 2.4881 -0.6758 -3.3487
H 1.0546 -0.9486 -4.9579
C 0.7587 -2.5040 -3.4794
H 2.8340 0.3106 -3.6820
H 3.2006 -1.4247 -3.7149
H 2.5186 -0.7001 -2.2501
H 0.7082 -2.6229 -2.3879
H 1.5715 -3.1465 -3.8397
H -0.1812 -2.8658 -3.9137
C -1.0625 0.5819 5.0938
C 0.2124 0.1272 4.4703
C 1.0906 -0.8475 5.1788
O 0.7202 0.8320 3.5341
H -0.9223 0.5481 6.1799
H -1.9105 -0.0823 4.8550
H -1.2908 1.6188 4.8049
H 1.0048 -1.8610 4.7599
H 2.1315 -0.5095 5.1473
H 0.7725 -0.8862 6.2239
*
```

Values from the calculation:
Strongest force on any atom, eV/A: 3.34
Energy, Ha: -1878.5710



Copy entry 3 word for word.
Molecular formula: C12H29Cl2OPW
Method: DFT, ωB97M-V/def2-TZVPD

```
! RIJCOSX wB97M-V def2-TZVPD def2/J DEFGRID3
* xyz 0 3
W 0.2178 0.2616 1.6539
Cl -0.7271 2.2228 0.9013
Cl 0.9954 -1.9008 1.7565
H -0.4969 -0.3741 0.1891
H 0.2436 0.0252 -0.0660
P -0.1976 0.1607 -3.3288
C 0.1462 1.8820 -3.8741
C 1.0885 -1.0504 -3.8688
C -1.9614 -0.2376 -3.6517
C 1.0288 2.5276 -2.7940
H -0.8466 2.3547 -3.8464
C 0.7032 2.0883 -5.2841
H 1.6715 1.5962 -5.4337
H 0.8665 3.1630 -5.4415
H 0.0184 1.7538 -6.0723
H 0.5751 2.4220 -1.7991
H 1.1322 3.5957 -3.0153
H 2.0284 2.0755 -2.7675
H -2.4719 0.6459 -3.2302
C -2.3747 -1.4705 -2.8259
C -2.3672 -0.3243 -5.1287
H -2.3323 0.6497 -5.6334
H -3.4080 -0.6686 -5.1969
H -1.7538 -1.0288 -5.6989
H -1.6549 -1.6929 -2.0316
H -2.4915 -2.3543 -3.4607
H -3.3327 -1.2665 -2.3354
C 2.4881 -0.6758 -3.3487
H 1.0546 -0.9486 -4.9579
C 0.7587 -2.5040 -3.4794
H 2.8340 0.3106 -3.6820
H 3.2006 -1.4247 -3.7149
H 2.5186 -0.7001 -2.2501
H 0.7082 -2.6229 -2.3879
H 1.5715 -3.1465 -3.8397
H -0.1812 -2.8658 -3.9137
C -1.0625 0.5819 5.0938
C 0.2124 0.1272 4.4703
C 1.0906 -0.8475 5.1788
O 0.7202 0.8320 3.5341
H -0.9223 0.5481 6.1799
H -1.9105 -0.0823 4.8550
H -1.2908 1.6188 4.8049
H 1.0048 -1.8610 4.7599
H 2.1315 -0.5095 5.1473
H 0.7725 -0.8862 6.2239
*
```

Values from the calculation:
Strongest force on any atom, eV/A: 3.34
Energy, Ha: -1878.5710



Among the records above, which one has the highest energy? C12H29BN3O4S